No. 1
DFT (ωB97M-V with the def2-TZVPD basis set) results for C12H18Cl2N2Pr as an isolated structure in a non-equilibrium geometry.

Results
Total charge ... -1
<S²> ... 2.01
Total energy ... -54829.518 eV
Energy above the lowest of the compared OMol25 structures with the same formula, charge and spin ... 72.2 kcal per mole
Orbital gap (spin up / spin down) ... 5.03 / 4.99 eV
Spin multiplicity ... 3
E_HOMO (spin up / spin down) ... -2.203 / -2.164 eV

Each line ends with the Löwdin spin population.
Element x y z (Å)
Pr1 1.333 -0.095 -0.154  2.05
Cl1 1.214 -2.760 -0.374  -0.01
Cl2 1.794 2.266 0.999  0.00
C1 3.380 -0.037 -0.765  -0.03
H1 3.789 1.011 -1.030  0.00
H2 3.572 -0.770 -1.639  0.00
C2 -0.224 1.559 -1.749  0.00
C3 0.758 0.850 -2.199  0.00
H3 -0.176 2.243 -0.908  0.00
C4 0.664 -0.583 -2.873  0.00
H4 2.000 1.153 -2.220  0.00
C5 -0.393 -0.380 -3.989  0.00
H5 1.659 -0.857 -3.269  0.00
H6 0.419 -1.474 -2.224  0.00
C6 -1.713 0.091 -3.318  0.00
H7 -0.024 0.413 -4.662  0.00
H8 -0.524 -1.264 -4.650  0.00
C7 -1.653 1.247 -2.249  0.00
H9 -2.403 0.434 -4.108  0.00
H10 -2.139 -0.807 -2.842  0.00
H11 -2.120 2.188 -2.659  0.00
H12 -2.270 0.944 -1.345  0.00
N1 0.534 -2.302 3.017  0.00
C8 -0.076 -1.156 3.332  0.00
C9 -0.546 -0.946 4.669  0.00
C10 -1.189 0.235 4.995  0.00
C11 -1.350 1.180 3.970  0.00
C12 -0.842 0.904 2.692  0.00
N2 -0.202 -0.229 2.348  0.00
H13 0.801 -2.512 2.040  0.00
H14 0.605 -3.012 3.724  0.00
H15 -0.372 -1.747 5.390  0.00
H16 -1.552 0.430 6.007  0.00
H17 -1.839 2.132 4.134  0.00
H18 -0.914 1.651 1.905  0.00

=====

No. 2
DFT (ωB97M-V with the def2-TZVPD basis set) results for C12H18Cl5N3OPPdSbSe4 as an isolated structure.

Results
Total charge ... -2
Total energy ... -362562.944 eV
Energy above the lowest of the compared OMol25 structures with the same formula, charge and spin ... 33.2 kcal per mole
Orbital gap ... 5.42 eV
E_HOMO ... -1.596 eV

Each line ends with the natural charge from an NBO analysis.
Element x y z (Å)
Pd1 -1.342 0.396 1.231  0.39
Cl1 -0.883 -1.570 -2.250  0.02
C1 -1.577 0.022 -2.130  -0.07
C2 -1.832 0.549 -0.873  -0.30
C3 -2.468 1.775 -0.882  -0.06
Cl2 -2.789 2.432 0.731  0.03
C4 -2.815 2.503 -2.006  -0.10
Cl3 -3.591 4.044 -1.886  0.01
C5 -2.511 1.950 -3.246  -0.10
Cl4 -2.917 2.805 -4.696  0.00
C6 -1.895 0.701 -3.307  -0.09
Cl5 -1.544 0.010 -4.858  0.01
Se1 4.493 -1.992 3.266  -0.89
Sb1 2.645 -3.378 2.539  0.72
Se2 -0.008 -1.398 2.242  -0.26
Se3 -1.104 0.023 3.683  -0.41
Se4 2.978 -4.050 0.248  -0.86
C7 4.200 2.439 2.261  -0.41
N1 2.805 2.367 1.870  -0.82
C8 1.929 1.941 2.955  -0.42
P1 2.307 2.103 0.310  2.43
O1 0.838 2.233 0.178  -1.13
N2 3.231 3.267 -0.499  -0.80
C9 3.045 4.649 -0.094  -0.41
C10 3.341 3.135 -1.941  -0.41
N3 2.847 0.686 -0.315  -0.84
C11 4.215 0.216 -0.182  -0.41
C12 1.922 -0.227 -0.970  -0.42
H1 4.285 3.088 3.141  0.18
H2 4.798 2.872 1.460  0.20
H3 4.605 1.458 2.528  0.21
H4 1.977 2.680 3.763  0.17
H5 2.222 0.964 3.350  0.21
H6 0.904 1.870 2.602  0.25
H7 3.923 5.240 -0.378  0.17
H8 2.919 4.704 0.985  0.22
H9 2.161 5.098 -0.567  0.18
H10 4.219 3.685 -2.294  0.17
H11 2.458 3.533 -2.460  0.17
H12 3.455 2.087 -2.211  0.22
H13 4.867 1.029 0.139  0.19
H14 4.582 -0.140 -1.152  0.18
H15 4.294 -0.606 0.534  0.24
H16 0.940 -0.170 -0.510  0.24
H17 2.293 -1.247 -0.858  0.23
H18 1.816 0.001 -2.039  0.16

=====

No. 3
DFT (ωB97M-V with the def2-TZVPD basis set) results for C12H18F6PRh as an isolated structure in a non-equilibrium geometry.

Results
Total charge ... +3
<S²> ... 8.78
Total energy ... -41301.818 eV
Orbital gap (spin up / spin down) ... 8.92 / 3.79 eV
Spin multiplicity ... 6
E_HOMO (spin up / spin down) ... -20.623 / -22.309 eV

Each line ends with the Löwdin spin population.
Element x y z (Å)
Rh1 -0.742 -0.537 -1.276  2.17
C1 1.658 2.121 2.278  0.05
C2 0.888 1.111 1.377  0.36
C3 -0.547 0.725 1.480  0.29
C4 -1.537 1.665 2.088  0.05
C5 -1.062 -0.471 0.940  0.12
C6 -2.582 -0.801 0.960  0.03
C7 -0.057 -1.493 0.499  0.13
C8 -0.444 -3.004 0.657  0.03
C9 1.151 -0.914 -0.031  0.12
C10 2.057 -1.718 -0.950  0.03
C11 1.710 0.313 0.534  0.28
C12 3.126 0.631 0.251  0.05
H1 2.438 2.610 1.677  0.01
H2 2.045 1.609 3.164  0.02
H3 0.980 2.892 2.597  0.01
H4 -2.265 1.069 2.744  0.02
H5 -2.144 2.226 1.377  0.02
H6 -1.059 2.455 2.741  0.00
H7 -2.690 -1.420 0.046  0.01
H8 -3.170 0.125 0.961  0.00
H9 -2.740 -1.279 1.920  0.01
H10 0.403 -3.649 0.648  0.00
H11 -1.138 -3.374 -0.172  0.01
H12 -1.060 -3.107 1.566  0.00
H13 2.300 -1.211 -1.902  0.00
H14 1.558 -2.649 -1.226  0.00
H15 2.894 -2.047 -0.281  0.01
H16 3.302 1.748 0.013  0.01
H17 3.654 0.079 -0.569  0.00
H18 3.587 0.390 1.184  0.03
F1 -2.057 1.307 -2.200  0.06
P1 -1.519 0.884 -3.624  -0.03
F2 -1.160 2.351 -3.995  0.20
F3 -0.061 0.686 -2.893  0.05
F4 -0.960 0.402 -5.033  0.47
F5 -1.777 -0.679 -3.331  0.07
F6 -2.976 0.952 -4.221  0.30

=====

No. 4
DFT (ωB97M-V with the def2-TZVPD basis set) results for the molecule C12H18N2S in a non-equilibrium geometry.

Results
Total energy ... -26550.887 eV
Energy above the lowest of the compared OMol25 structures with the same formula, charge and spin ... 4.5 kcal per mole
Orbital gap ... 8.64 eV
E_HOMO ... -7.975 eV

Each line ends with the natural charge from an NBO analysis.
Element x y z (Å)
C1 4.420 0.106 1.291  -0.61
C2 3.015 -0.477 1.516  -0.42
C3 2.497 -1.418 0.402  -0.47
C4 0.719 0.323 -0.712  0.31
C5 -1.688 -0.002 -0.108  0.16
C6 -1.907 1.284 0.386  -0.25
C7 -3.218 1.705 0.639  -0.20
C8 -4.299 0.843 0.411  -0.24
C9 -4.055 -0.502 0.194  -0.20
C10 -2.736 -0.950 -0.001  -0.05
C11 -2.463 -2.400 -0.051  -0.63
C12 2.067 2.229 -0.757  -0.43
H1 4.634 0.788 2.085  0.22
H2 5.112 -0.770 1.267  0.20
H3 4.425 0.600 0.340  0.21
H4 2.212 0.277 1.606  0.21
H5 2.914 -1.013 2.467  0.21
H6 1.592 -1.879 0.729  0.21
H7 3.193 -2.235 0.207  0.22
H8 -0.375 -1.387 -0.881  0.41
H9 -1.067 1.959 0.416  0.26
H10 -3.416 2.745 0.941  0.21
H11 -5.287 1.288 0.551  0.21
H12 -4.859 -1.204 0.051  0.21
H13 -1.689 -2.661 0.639  0.22
H14 -3.348 -3.045 0.208  0.23
H15 -2.069 -2.668 -1.007  0.21
H16 2.377 2.001 -1.761  0.20
H17 1.891 3.286 -0.656  0.20
H18 2.887 1.990 -0.105  0.19
N1 -0.410 -0.443 -0.499  -0.61
N2 0.845 1.509 -0.391  -0.49
S1 2.108 -0.624 -1.258  0.12

=====

No. 5
DFT (ωB97M-V with the def2-TZVPD basis set) results for the molecule C12H18N4O4 in a non-equilibrium geometry.

Results
Total energy ... -26883.569 eV
Energy above the lowest of the compared OMol25 structures with the same formula, charge and spin ... 64.9 kcal per mole
Orbital gap ... 9.58 eV
E_HOMO ... -9.579 eV

Each line ends with the natural charge from an NBO analysis.
Element x y z (Å)
C1 -2.313 -2.474 1.121  -0.64
C2 -1.862 -1.104 0.795  0.19
N1 -0.773 -0.582 1.314  -0.30
N2 -0.649 0.662 0.820  -0.16
C3 -1.638 0.977 -0.031  0.25
C4 -2.464 -0.154 -0.076  -0.08
N3 -3.638 -0.334 -0.822  0.53
O1 -4.185 -1.421 -0.762  -0.39
O2 -4.049 0.599 -1.491  -0.40
C5 -1.733 2.279 -0.726  -0.68
H1 -2.502 2.227 -1.492  0.27
H2 -0.779 2.546 -1.176  0.25
H3 -2.006 3.063 -0.019  0.23
C6 0.476 1.499 1.171  -0.12
C7 0.984 1.205 2.579  -0.61
H4 1.934 1.709 2.734  0.22
H5 0.270 1.582 3.307  0.23
H6 1.104 0.141 2.747  0.23
H7 0.123 2.537 1.139  0.24
C8 1.552 1.452 0.061  0.67
O3 1.717 2.450 -0.621  -0.63
N4 2.262 0.332 -0.150  -0.43
C9 2.179 -0.929 0.565  -0.28
H8 2.865 -0.922 1.422  0.19
C10 2.579 -2.058 -0.382  -0.07
O4 3.920 -1.952 -0.816  -0.53
C11 4.381 -0.617 -0.894  -0.08
H9 5.136 -0.596 -1.684  0.20
C12 3.263 0.366 -1.210  -0.25
H10 3.651 1.385 -1.282  0.24
H11 2.798 0.111 -2.169  0.20
H12 4.863 -0.333 0.054  0.17
H13 1.902 -2.063 -1.249  0.17
H14 2.495 -3.022 0.127  0.20
H15 1.162 -1.106 0.920  0.26
H16 -2.346 -3.082 0.218  0.24
H17 -3.323 -2.449 1.526  0.24
H18 -1.635 -2.919 1.843  0.23

=====

No. 6
DFT (ωB97M-V with the def2-TZVPD basis set) results for C12H18N6S5V as an isolated structure.

Results
<S²> ... 0.79
Total energy ... -101541.849 eV
Energy above the lowest of the compared OMol25 structures with the same formula, charge and spin ... 0.0 kcal per mole
Orbital gap (spin up / spin down) ... 6.31 / 6.29 eV
Spin multiplicity ... 2
E_HOMO (spin up / spin down) ... -6.508 / -6.553 eV

Each line ends with the Löwdin spin population.
Element x y z (Å)
V1 -0.145 0.110 0.311  0.82
C1 -3.685 2.466 -0.195  0.01
C2 -2.452 1.818 0.336  0.05
N1 -1.605 1.130 -0.450  0.03
N2 -1.628 1.373 -1.812  0.01
C3 -0.452 1.565 -2.409  0.00
N3 -0.444 1.709 -3.748  0.00
S1 0.971 1.659 -1.495  0.00
C4 -1.972 1.853 1.654  0.01
C5 -2.640 2.456 2.755  0.01
C6 -2.024 2.524 3.966  0.00
C7 -0.732 1.966 4.109  0.02
C8 -0.150 1.352 3.040  0.00
N4 -0.739 1.272 1.817  0.03
H1 -4.422 1.726 -0.524  0.00
H2 -3.453 3.113 -1.045  0.00
H3 -4.161 3.088 0.559  0.00
H4 -2.490 1.262 -2.322  0.00
H5 -1.221 1.378 -4.296  0.00
H6 0.456 1.692 -4.193  0.00
H7 -3.636 2.854 2.615  0.00
H8 -2.517 2.987 4.811  0.00
H9 -0.213 1.993 5.056  0.00
H10 0.811 0.865 3.110  0.00
S2 1.009 -3.656 2.462  0.02
C9 0.584 -2.223 1.770  0.01
S3 -1.049 -1.718 1.490  -0.03
S4 1.750 -0.991 1.308  0.00
C10 3.820 -1.440 -1.700  0.00
N5 2.409 -1.424 -2.075  0.00
C11 1.408 -2.188 -1.615  0.00
S5 -0.209 -1.600 -1.771  0.00
N6 1.555 -3.399 -1.088  0.00
C12 2.768 -4.113 -0.712  0.00
H11 4.234 -0.472 -1.977  0.00
H12 4.378 -2.204 -2.236  0.00
H13 3.940 -1.565 -0.626  0.00
H14 2.064 -0.526 -2.382  0.00
H15 0.709 -3.734 -0.654  0.00
H16 3.477 -4.124 -1.532  0.00
H17 2.483 -5.140 -0.499  0.00
H18 3.212 -3.693 0.190  0.00